DFT (ωB97M-V with the def2-TZVPD basis set) results for 2 unconnected molecules or ions with the total composition C4H12.

Summary:
Energy relative to the best compared isomer or geometry (same formula, charge and spin) = 51.89 kJ/mol
LUMO level = 1.2 eV
Gap between HOMO and LUMO = 12.88 eV
Largest force on an atom = 0.0418 Eh/bohr

ORCA input file:
```
! wB97M-V def2-TZVPD RIJCOSX def2/J DEFGRID3
* xyz 0 1
C 0.61478 1.95591 -0.69697
C -0.42946 1.62444 0.40113
H 0.34800 2.86845 -1.18776
H 1.66275 2.19198 -0.48550
H 0.59311 1.16383 -1.44986
H -0.48366 0.56944 0.57140
H -1.36432 2.07286 0.01912
H -0.15217 2.11335 1.34541
C -0.86860 -1.98225 0.06568
C 0.66191 -1.70718 0.24871
H -1.24252 -1.29867 -0.69759
H -0.99745 -3.03871 -0.09848
H -1.37181 -1.63195 0.98125
H 1.08222 -2.66971 0.48731
H 0.82179 -1.02442 1.09368
H 1.12542 -1.20736 -0.59753
*
```